{"formula": "C21H40ClNO3P", "method": "wB97M-V/def2-TZVPD", "total_charge": 1, "total_energy_ha": -1905.7152, "homo_ev": -12.8, "spin_multiplicity": 1, "smiles": "CCCCCCCCCCC[P@@](CCCC(=O)OCC)(=[N+]=C=O)[C@H](Cl)CC", "species": ["C", "C", "C", "C", "C", "C", "C", "C", "C", "C", "C", "P", "C", "C", "C", "C", "O", "O", "C", "C", "N", "C", "O", "C", "Cl", "C", "C", "H", "H", "H", "H", "H", "H", "H", "H", "H", "H", "H", "H", "H", "H", "H", "H", "H", "H", "H", "H", "H", "H", "H", "H", "H", "H", "H", "H", "H", "H", "H", "H", "H", "H", "H", "H", "H", "H", "H", "H"], "coordinates": [[3.62, -3.40, 0.95], [3.69, -3.69, -0.64], [2.89, -2.63, -1.56], [3.75, -1.29, -1.92], [2.70, -0.21, -2.50], [3.16, 1.33, -2.38], [3.67, 1.75, -0.88], [3.12, 3.26, -0.60], [1.80, 3.31, 0.33], [0.59, 2.36, -0.15], [-0.48, 2.00, 1.05], [-0.98, 0.17, 0.72], [-2.37, -0.42, 1.90], [-3.81, 0.23, 1.57], [-4.88, -0.93, 1.16], [-5.28, -0.94, -0.39], [-5.82, -1.95, -0.94], [-5.06, 0.21, -1.27], [-6.00, 1.28, -0.91], [-7.44, 0.90, -1.57], [-1.48, 0.12, -0.97], [-1.48, -1.13, -1.44], [-1.06, -2.13, -2.09], [0.55, -0.87, 1.13], [0.16, -2.70, 1.11], [0.91, -0.54, 2.71], [2.35, 0.17, 2.89], [3.24, -2.34, 1.20], [2.84, -4.14, 1.40], [4.62, -3.64, 1.46], [4.79, -3.73, -0.98], [3.23, -4.73, -0.84], [1.86, -2.32, -1.14], [2.69, -3.15, -2.58], [4.29, -0.96, -0.96], [4.49, -1.57, -2.77], [2.47, -0.40, -3.63], [1.68, -0.31, -1.94], [3.95, 1.64, -3.17], [2.22, 1.98, -2.62], [3.25, 1.00, -0.11], [4.83, 1.76, -0.84], [2.96, 3.78, -1.62], [4.01, 3.82, -0.09], [1.39, 4.40, 0.29], [2.12, 3.02, 1.40], [0.97, 1.36, -0.59], [-0.04, 2.89, -0.98], [0.08, 2.11, 2.06], [-1.44, 2.64, 1.00], [-2.41, -1.57, 1.76], [-2.04, -0.18, 2.97], [-4.20, 0.71, 2.54], [-3.74, 1.06, 0.76], [-4.51, -1.99, 1.42], [-5.86, -0.74, 1.77], [-5.57, 2.26, -1.33], [-6.08, 1.41, 0.24], [-7.67, -0.23, -1.56], [-8.31, 1.47, -1.03], [-7.37, 1.24, -2.68], [1.47, -0.64, 0.46], [0.11, 0.21, 3.11], [0.79, -1.49, 3.36], [2.55, 0.97, 2.09], [2.34, 0.74, 3.91], [3.20, -0.60, 2.98]], "mulliken_charge": [-0.39, -0.69, 0.10, -0.67, 0.09, -0.93, 0.17, -1.05, -0.64, 0.47, -0.49, -0.31, -0.56, -0.34, -0.72, 0.50, -0.54, -0.24, -0.25, -0.88, -0.29, 0.56, -0.39, 1.27, -0.06, -0.77, -0.90, -0.25, 0.18, 0.34, 0.28, 0.33, -0.30, 0.36, 0.25, 0.40, 0.46, -0.43, 0.38, 0.36, -0.34, 0.52, 0.36, 0.30, 0.35, 0.32, -0.68, 0.37, 0.43, 0.54, 0.47, 0.43, 0.36, 0.34, 0.35, 0.30, 0.30, 0.25, 0.27, 0.31, 0.25, -0.62, 0.35, 0.41, 0.02, 0.35, 0.34]}


{"formula": "C21H40CuN7O3", "method": "wB97M-V/def2-TZVPD", "total_charge": 0, "total_energy_ha": -3073.4711, "homo_ev": -6.2, "spin_multiplicity": 1, "species": ["Cu", "C", "N", "C", "C", "N", "C", "C", "C", "C", "C", "C", "N", "C", "N", "C", "C", "N", "C", "C", "N", "C", "C", "H", "H", "H", "H", "H", "H", "H", "H", "H", "H", "H", "H", "H", "H", "H", "H", "H", "H", "H", "H", "H", "H", "H", "H", "H", "H", "H", "H", "N", "C", "C", "C", "O", "O", "H", "H", "H", "H", "H", "H", "C", "C", "O", "H", "H", "H", "H", "H", "H"], "coordinates": [[-1.30, 1.45, 0.24], [-4.04, 0.38, -3.31], [-2.74, 1.01, -2.91], [-2.84, 2.22, -2.14], [-1.64, 0.17, -2.71], [-1.04, 0.32, -1.58], [0.14, -0.39, -1.25], [1.19, -0.24, -2.30], [2.46, -0.56, -2.17], [3.08, -1.24, -1.03], [2.54, -1.50, 0.17], [1.13, -1.06, 0.58], [0.85, -1.11, 1.98], [1.80, -0.95, 2.82], [2.93, -0.14, 2.63], [4.30, -0.62, 2.57], [2.69, 1.21, 1.98], [1.77, -1.58, 4.02], [0.65, -2.50, 4.25], [2.42, -1.03, 5.24], [-1.46, -0.80, -3.66], [-1.70, -0.38, -5.05], [-0.76, -2.09, -3.40], [-4.68, 1.00, -3.88], [-4.65, 0.14, -2.43], [-3.89, -0.56, -3.86], [-3.71, 2.85, -2.44], [-1.93, 2.81, -2.28], [-3.01, 2.01, -1.06], [0.84, 0.21, -3.21], [3.17, -0.30, -2.96], [4.09, -1.66, -1.10], [3.01, -2.24, 0.80], [4.37, -1.66, 2.87], [4.99, -0.08, 3.30], [4.60, -0.48, 1.57], [1.65, 1.30, 1.67], [3.33, 1.40, 1.17], [2.96, 1.86, 2.76], [0.68, -3.22, 3.40], [-0.32, -1.98, 4.34], [0.86, -3.04, 5.23], [3.52, -0.94, 5.18], [2.23, -1.65, 6.11], [2.18, 0.01, 5.44], [-2.01, 0.66, -5.13], [-2.59, -0.94, -5.54], [-0.82, -0.67, -5.60], [-0.48, -2.29, -2.37], [0.19, -1.98, -3.90], [-1.33, -2.90, -3.80], [-1.79, 0.08, 1.58], [-2.36, -1.08, 0.89], [-1.29, -2.02, 0.36], [0.09, -1.85, -0.39], [0.42, -2.96, -0.93], [0.72, 0.24, -0.07], [-0.90, -0.21, 2.02], [-2.42, 0.50, 2.25], [-3.06, -0.68, 0.15], [-2.95, -1.78, 1.53], [-1.85, -2.67, -0.33], [-0.94, -2.67, 1.15], [-1.53, 4.34, 0.95], [-0.47, 4.28, -0.12], [0.00, 2.93, -0.20], [-1.72, 5.38, 1.29], [-1.15, 3.73, 1.78], [-2.52, 4.00, 0.65], [0.38, 4.94, 0.23], [-0.84, 4.58, -1.07], [0.52, 2.69, -0.98]], "mulliken_charge": [-0.11, -1.11, 0.03, -0.83, 0.15, 0.97, -0.36, -1.08, -1.10, -0.96, -1.07, -0.08, -0.22, 0.18, 0.47, -1.34, -1.29, 0.17, -0.76, -0.93, 0.42, -1.31, -1.76, 0.33, 0.36, 0.39, 0.28, 0.25, 0.18, 0.49, 0.37, 0.39, 0.69, 0.41, 0.24, 0.50, 0.31, 0.33, 0.53, 0.25, 0.23, 0.33, 0.27, 0.34, 0.31, 0.40, 0.30, 0.39, 0.76, 0.47, 0.36, -0.31, -0.72, -1.82, 2.62, -0.96, 0.44, 0.26, 0.35, 0.15, 0.42, 0.28, 0.57, -1.08, -0.16, -0.24, 0.41, 0.20, 0.22, 0.34, 0.33, 0.18]}